{"formula": "C3H3O4", "method": "ωB97M-V with the def2-TZVPD basis set", "species": ["O", "C", "C", "O", "C", "O", "O", "H", "H", "H"], "positions_angstrom": [[-0.15, -1.07, 3.29], [-0.39, -1.03, 2.17], [-0.35, 0.74, 0.77], [-0.66, 0.41, -0.54], [0.32, -0.04, -1.33], [1.49, -0.04, -1.06], [-0.24, -0.52, -2.43], [0.67, 1.09, 0.93], [-1.14, 1.34, 1.20], [0.44, -0.89, -3.00]], "orbital_gap_ev": [8.74, 11.03], "e_lumo_ev": [0.62, -0.35], "s2": 0.758, "spin_multiplicity": 2}


{"formula": "C4H9NO", "method": "ωB97M-V with the def2-TZVPD basis set", "species": ["C", "C", "O", "N", "C", "C", "H", "H", "H", "H", "H", "H", "H", "H", "H"], "positions_angstrom": [[1.98, 0.37, 0.16], [0.86, -0.65, 0.19], [1.12, -1.85, 0.26], [-0.43, -0.20, 0.07], [-0.81, 1.19, -0.08], [-1.49, -1.16, -0.13], [2.87, -0.11, 0.56], [1.77, 1.28, 0.73], [2.18, 0.66, -0.88], [-1.80, 1.34, 0.35], [-0.12, 1.85, 0.46], [-0.84, 1.51, -1.13], [-1.89, -1.09, -1.16], [-2.31, -0.98, 0.57], [-1.08, -2.16, 0.02]], "orbital_gap_ev": 10.06, "smiles": "CC(=O)N(C)C", "e_lumo_ev": 0.86}


{"formula": "C33H47CdF9NOPSSbSi", "method": "ωB97M-V with the def2-TZVPD basis set", "species": ["Cd", "C", "C", "C", "C", "C", "C", "C", "C", "C", "C", "H", "H", "H", "H", "H", "H", "H", "H", "H", "H", "H", "H", "H", "H", "C", "S", "C", "O", "H", "H", "H", "H", "H", "H", "C", "Si", "C", "C", "N", "C", "C", "C", "C", "C", "C", "H", "H", "H", "H", "H", "H", "H", "H", "H", "H", "H", "H", "H", "H", "F", "C", "F", "F", "C", "C", "C", "C", "C", "C", "C", "C", "H", "H", "H", "H", "F", "P", "F", "F", "F", "F", "F", "C", "Sb", "C", "C", "H", "H", "H", "H", "H", "H", "H", "H", "H"], "positions_angstrom": [[11.02, 13.79, 11.30], [5.36, 19.38, 11.66], [5.29, 17.87, 11.46], [5.51, 17.59, 10.00], [6.10, 17.01, 12.40], [5.99, 15.63, 12.37], [6.72, 14.80, 13.16], [7.73, 15.32, 13.90], [8.69, 14.42, 14.72], [7.96, 16.66, 13.89], [7.18, 17.56, 13.12], [4.48, 19.84, 11.24], [6.20, 19.78, 11.03], [5.60, 19.71, 12.69], [4.29, 17.55, 11.66], [6.59, 17.61, 9.73], [5.00, 18.28, 9.33], [5.16, 16.52, 9.78], [5.28, 15.09, 11.77], [6.57, 13.76, 13.04], [9.67, 14.50, 14.19], [8.46, 13.31, 14.68], [8.79, 14.75, 15.83], [8.77, 17.07, 14.48], [7.39, 18.61, 13.15], [14.57, 14.52, 8.10], [13.19, 15.04, 9.09], [14.12, 15.77, 10.40], [12.66, 13.67, 9.61], [15.19, 15.31, 7.82], [14.28, 13.89, 7.31], [15.24, 13.97, 8.76], [14.82, 16.56, 10.09], [14.63, 14.99, 10.90], [13.51, 16.23, 11.09], [8.77, 10.92, 8.68], [8.36, 12.28, 9.92], [6.53, 12.02, 10.54], [8.49, 13.97, 9.18], [9.57, 12.12, 11.29], [9.67, 11.25, 12.33], [10.71, 11.25, 13.35], [11.03, 10.13, 14.05], [10.20, 9.02, 14.13], [8.94, 9.13, 13.44], [8.65, 10.18, 12.49], [8.79, 10.00, 9.28], [9.86, 10.98, 8.35], [8.06, 10.80, 7.82], [6.11, 11.13, 10.09], [5.90, 12.79, 10.07], [6.52, 11.88, 11.65], [7.77, 14.01, 8.33], [9.48, 14.12, 8.70], [8.20, 14.76, 9.87], [11.33, 12.17, 13.49], [11.97, 10.10, 14.64], [10.21, 8.22, 14.92], [8.22, 8.36, 13.90], [7.78, 10.24, 11.88], [10.01, 23.35, 12.54], [9.33, 22.60, 11.74], [8.00, 22.88, 11.98], [9.52, 23.02, 10.46], [9.64, 21.20, 11.74], [9.00, 20.38, 10.76], [9.23, 19.03, 10.67], [10.22, 18.39, 11.40], [10.81, 19.18, 12.36], [10.55, 20.57, 12.53], [10.57, 17.03, 11.19], [10.74, 15.83, 11.13], [8.27, 20.89, 10.13], [8.53, 18.43, 10.10], [11.58, 18.80, 12.96], [11.09, 21.14, 13.27], [11.96, 14.92, 14.35], [13.40, 14.15, 14.33], [13.61, 14.57, 15.81], [14.82, 13.38, 14.28], [13.12, 13.56, 12.70], [12.64, 12.76, 14.78], [14.10, 15.44, 13.70], [12.37, 7.21, 10.55], [13.72, 8.77, 9.97], [13.43, 8.72, 7.82], [12.43, 10.49, 10.20], [11.51, 7.39, 9.88], [11.99, 7.29, 11.56], [12.73, 6.18, 10.31], [12.40, 8.73, 7.39], [13.96, 7.85, 7.57], [14.06, 9.47, 7.39], [11.41, 10.26, 9.87], [12.78, 11.36, 9.70], [12.37, 10.88, 11.26]], "orbital_gap_ev": [8.68, 5.53], "e_lumo_ev": [0.23, -2.92], "s2": 0.804, "spin_multiplicity": 2}


{"formula": "C13H19Br15IO6PS", "method": "ωB97M-V with the def2-TZVPD basis set", "species": ["O", "C", "O", "C", "C", "C", "C", "O", "S", "O", "O", "C", "C", "C", "P", "O", "I", "H", "H", "H", "H", "H", "H", "H", "H", "H", "H", "H", "H", "H", "H", "C", "Br", "Br", "Br", "H", "C", "Br", "Br", "Br", "H", "C", "Br", "Br", "Br", "H", "C", "Br", "Br", "Br", "H", "C", "Br", "Br", "Br", "H"], "positions_angstrom": [[-6.33, -0.96, -0.21], [-5.69, -0.34, 0.63], [-5.12, -0.96, 1.69], [-5.42, 1.14, 0.53], [-4.45, 1.35, -0.66], [-3.02, 1.22, -0.14], [-1.97, 0.96, -1.22], [-0.63, 1.32, -0.74], [-0.26, 0.69, 0.70], [1.06, 1.21, 0.96], [-0.03, -0.88, 0.32], [-1.24, -1.65, 0.49], [-2.23, -1.56, -0.70], [-1.89, -0.49, -1.74], [-2.80, -0.90, -3.35], [-4.02, -1.89, -2.86], [-3.99, 1.09, -4.18], [-5.57, -1.82, 1.75], [-6.38, 1.61, 0.33], [-4.97, 1.50, 1.45], [-4.66, 2.31, -1.10], [-4.67, 0.54, -1.35], [-3.03, 0.48, 0.66], [-2.76, 2.17, 0.34], [-2.15, 1.67, -2.02], [-1.71, -1.40, 1.44], [-0.91, -2.68, 0.57], [-3.23, -1.39, -0.29], [-2.28, -2.54, -1.16], [-0.84, -0.66, -1.98], [-4.53, -1.54, -2.11], [3.95, -0.50, 1.53], [5.43, 0.35, 0.63], [3.26, -1.98, 0.50], [4.43, -1.03, 3.32], [3.15, 0.23, 1.61], [2.12, 4.97, 1.79], [3.34, 3.48, 1.69], [2.74, 6.33, 3.00], [1.74, 5.68, 0.04], [1.19, 4.59, 2.18], [5.49, 1.43, 6.73], [4.09, 1.74, 8.01], [5.91, -0.44, 6.57], [5.08, 2.21, 5.02], [6.38, 1.93, 7.10], [7.13, -2.84, -1.25], [7.42, -3.32, 0.59], [8.77, -2.83, -2.26], [5.79, -3.96, -2.07], [6.74, -1.83, -1.26], [0.44, -2.37, -5.94], [0.40, -1.61, -4.18], [-0.37, -4.12, -5.97], [-0.37, -1.19, -7.23], [1.48, -2.49, -6.22]], "orbital_gap_ev": 8.77, "e_lumo_ev": -0.08}